Record 1
This record from OMol25 describes the ion C5H12NS2 with charge +1 at a distorted geometry. The level of theory is the ωB97M-V functional and the def2-TZVPD basis.

Geometry as XYZ:
```
20
Properties=species:S:1:pos:R:3:forces:R:3:nbo_charge:R:1
C 0.09191 -0.38937 1.30855 -2.668 1.192 -1.007 -0.204
C -0.97836 1.26902 -0.89125 0.079 -2.865 -0.322 -0.275
C -0.46893 -1.61663 0.64587 3.360 -0.642 1.577 -0.685
C -2.14839 2.15008 -1.15589 2.289 1.171 0.465 -0.678
C 2.34276 -0.58594 0.36338 3.959 -2.045 -1.251 -0.477
N 1.50587 -0.38149 1.57578 1.180 -0.730 -0.795 -0.545
S -0.34862 1.21052 0.67934 0.102 -0.781 0.425 0.513
S -0.72214 -0.15719 -2.01158 1.843 1.493 1.961 0.107
H -1.43164 -1.50198 0.32315 -2.102 0.756 -1.602 0.253
H -0.62409 -2.48047 1.28799 0.494 0.026 0.881 0.253
H 0.31328 -1.95232 -0.05317 -1.009 -0.187 -0.635 0.211
H -2.00425 2.45962 -2.19350 -0.546 0.523 0.212 0.253
H -2.10237 2.95817 -0.38150 -0.356 -0.287 -1.027 0.248
H -3.02163 1.58418 -1.02406 -1.470 -0.647 0.048 0.246
H 2.62591 -1.71756 0.21984 -0.937 2.190 0.183 0.247
H 1.91845 -0.15983 -0.54796 -0.453 -0.229 0.394 0.241
H 3.38990 -0.08095 0.43419 -1.884 -0.702 0.449 0.251
H 1.72267 0.59063 1.77078 0.247 0.016 1.439 0.448
H 1.77267 -1.11993 2.27795 -0.234 1.427 -0.318 0.455
H -1.83301 -0.07856 -2.62791 -1.892 0.319 -1.078 0.136
```
Forces are in eV/Å.

Properties
* total charge: +1
* molar mass: 150.29 g mol⁻¹
* E_HOMO (alpha / beta): -11.50 / -11.90 eV
* relative energy (zero: lowest compared OMol25 entry of this formula, charge and spin): 418.2 kJ/mol
* max |F|: 4.63 eV/Å


Record 2
This record from OMol25 describes a cluster of 2 separate species, C10H14NO2P in total at a distorted geometry. The level of theory is the ωB97M-V functional and the def2-TZVPD basis.

Geometry as XYZ:
```
28
Properties=species:S:1:pos:R:3:forces:R:3:nbo_charge:R:1
C -3.47460 -1.79114 -1.21469 -1.427 0.248 -0.422 -0.243
C -3.65630 -1.09744 -0.01929 1.756 -1.412 0.581 -0.196
C -2.20999 -1.91870 -1.77862 -0.339 0.104 1.329 -0.203
C -2.57194 -0.77620 0.83076 -0.331 -0.798 -3.894 -0.266
C -1.14357 -1.46825 -1.02476 -0.664 0.048 1.498 -0.252
C -1.27237 -0.92644 0.30574 -0.678 0.186 -1.668 0.135
C -0.60109 2.57817 -1.21602 0.125 0.229 -0.364 -0.276
C 0.27269 2.42525 -0.24523 0.888 -2.852 -2.460 -0.590
C 3.29709 -0.41093 1.72291 1.720 2.111 2.314 -0.655
C 3.75190 0.66072 0.71418 1.094 -1.449 1.025 -0.080
N -0.20990 -0.46126 1.07006 1.916 1.981 -0.805 -0.769
O 1.73946 0.27650 -1.60096 -0.603 0.924 1.430 -1.023
O 2.67862 1.55899 0.50556 -1.867 -0.210 -1.087 -0.783
P 1.40283 1.00753 -0.34722 -0.718 -1.040 0.457 2.086
H -4.41642 -2.22781 -1.62435 1.084 0.479 -0.191 0.209
H -4.64893 -1.08786 0.32964 -1.049 0.379 0.658 0.202
H -2.00003 -2.41318 -2.70869 -0.191 -0.117 -0.271 0.215
H -2.73807 -0.45278 1.79129 -0.263 0.945 2.077 0.204
H -0.21063 -1.68038 -1.44525 1.648 0.252 -0.235 0.221
H -1.27184 3.38918 -1.25855 -0.874 0.882 0.419 0.205
H -0.65080 1.97947 -2.09562 0.337 -0.680 -0.392 0.220
H 0.32870 2.91867 0.63679 0.079 1.817 2.446 0.233
H 2.53155 -1.08847 1.54245 -1.183 -1.395 -1.638 0.243
H 4.20983 -0.94979 2.09576 -0.972 0.472 -0.087 0.217
H 2.76744 0.16234 2.54744 1.200 -0.487 -0.345 0.212
H 4.12133 0.16277 -0.19657 -0.351 0.583 -0.038 0.200
H 4.60042 1.25379 1.16360 -1.033 -0.530 -0.521 0.200
H -0.62538 0.37728 1.51963 0.694 -0.671 0.182 0.336
```
Forces are in eV/Å.

Properties
* molar mass: 211.20 g mol⁻¹
* E_HOMO: -7.47 eV
* relative energy (zero: lowest compared OMol25 entry of this formula, charge and spin): 260.5 kJ/mol
* max |F|: 3.99 eV/Å


Record 3
This record from OMol25 describes a cluster of 12 separate species, C36H68N4O12S4 in total at a distorted geometry. The level of theory is the ωB97M-V functional and the def2-TZVPD basis.

Geometry as XYZ:
```
124
Properties=species:S:1:pos:R:3:forces:R:3:mulliken_charge:R:1
C 1.18175 6.07475 0.96693 -0.083 -0.037 0.071 -1.474
C 0.64753 4.95981 0.10912 0.670 0.451 -0.933 0.846
O -0.44483 5.03188 -0.40242 -0.709 -0.201 -0.020 -0.564
C 1.61224 3.83949 -0.18377 -0.069 0.150 1.496 -0.550
H 1.17588 5.78205 2.01993 0.134 -0.045 -0.023 0.334
H 0.56776 6.96269 0.84733 -0.034 0.022 -0.017 0.365
H 2.20998 6.27708 0.66223 0.029 0.046 0.191 0.419
H 2.42312 4.10945 -0.85736 -0.156 0.136 -0.195 0.472
H 1.11865 2.91885 -0.47724 0.030 -0.007 -0.195 -0.376
H 2.10626 3.71598 0.78835 0.245 -0.525 -0.207 0.488
C 2.15240 -5.82724 -0.14611 -0.432 -0.233 0.067 -1.082
C 2.52386 -4.41230 0.17565 1.067 -0.408 -0.736 0.911
O 2.17540 -3.88618 1.19199 -0.794 0.686 1.164 -0.551
C 3.47702 -3.70180 -0.76049 -0.548 0.238 -0.161 -0.897
H 2.40115 -6.46928 0.70027 0.218 0.035 -0.059 0.338
H 2.62229 -6.16799 -1.06216 -0.018 -0.180 -0.025 0.359
H 1.06481 -5.91105 -0.23022 0.051 0.111 -0.192 0.249
H 4.49246 -4.03773 -0.54498 0.009 -0.070 -0.092 0.443
H 3.40976 -2.62822 -0.58581 0.165 -0.001 0.035 -0.074
H 3.22738 -3.91527 -1.80166 0.186 -0.079 0.006 0.372
C -2.87610 4.53282 2.19828 0.402 -0.133 -0.135 -0.924
C -1.82763 3.72795 2.94018 -0.331 -0.189 -1.091 0.551
O -1.39579 4.08819 3.99127 0.417 0.410 1.238 -0.607
C -1.33528 2.46243 2.29198 0.129 -0.649 0.215 0.633
H -3.82204 4.43353 2.72876 -0.106 0.101 -0.106 0.379
H -2.95045 4.20310 1.16505 -0.278 -0.048 -0.014 0.050
H -2.55882 5.57413 2.18243 -0.140 0.059 0.176 0.363
H -0.35277 2.19980 2.68730 0.069 0.257 -0.120 -0.350
H -1.33854 2.51267 1.21019 0.149 0.045 -0.102 -0.327
H -1.96560 1.60684 2.56312 -0.220 0.204 -0.050 0.059
C 0.34971 -2.25531 -3.62489 -0.486 0.715 0.773 0.164
C -0.51876 -3.33443 -4.22026 0.844 -0.189 -0.490 0.497
O -0.23780 -4.50625 -4.11611 -0.229 0.028 0.194 -0.588
C -1.70449 -2.87288 -5.03131 0.145 0.091 -0.494 -0.935
H 1.01658 -1.72913 -4.31177 -0.303 -0.205 -0.395 0.354
H 0.98686 -2.58627 -2.80642 -0.135 -0.383 -0.016 -0.177
H -0.36604 -1.51480 -3.23880 0.390 0.170 0.087 -0.136
H -2.63073 -3.27081 -4.62310 -0.032 0.006 0.022 0.273
H -1.57486 -3.26322 -6.04499 -0.112 -0.203 0.128 0.340
H -1.76530 -1.79073 -5.13686 -0.084 0.028 0.317 0.228
C -2.07014 2.62172 -1.38412 0.044 -0.406 0.412 0.807
C -2.39747 1.65055 -2.41505 0.176 0.532 0.151 -0.019
N -2.61215 0.89774 -3.24879 -0.148 -0.394 -0.457 -0.624
H -2.70337 2.41488 -0.52038 -0.085 0.222 -0.068 0.023
H -2.14297 3.65678 -1.70059 -0.218 -0.010 -0.134 0.568
H -1.04506 2.44553 -1.06772 0.043 -0.030 -0.080 -0.707
C 0.35970 -2.50781 4.20959 0.001 -0.226 0.248 0.157
C 0.76624 -3.01811 5.51525 0.206 0.183 0.344 0.027
N 1.08010 -3.36324 6.56544 -0.063 0.002 -0.262 -0.459
H -0.33014 -1.67741 4.35822 -0.082 -0.045 -0.078 0.320
H -0.12382 -3.31716 3.66929 -0.019 0.054 -0.133 -0.034
H 1.22284 -2.15921 3.64858 0.059 -0.123 -0.062 -0.005
C 2.22735 0.52583 3.30942 -0.250 -0.199 0.018 0.079
C 2.70199 1.85869 3.64654 0.335 0.675 0.165 0.066
N 3.05157 2.93021 3.88924 -0.206 -0.652 -0.175 -0.477
H 2.90715 0.00818 2.63878 0.141 0.131 -0.159 0.312
H 1.25506 0.62569 2.82490 0.027 -0.106 0.001 -0.220
H 2.10745 -0.10158 4.19148 0.025 0.217 0.143 0.364
C 0.84206 -0.92556 0.24351 0.097 0.008 -0.648 0.480
C -0.52373 -0.45449 0.08275 1.605 -0.975 0.409 -0.008
N -1.61953 -0.16710 0.04293 -1.865 0.701 -0.137 -0.096
H 1.23480 -1.19638 -0.73471 0.077 0.180 -0.128 -0.066
H 0.90688 -1.83350 0.84376 -0.119 0.213 0.289 -0.049
H 1.44237 -0.10650 0.62239 0.279 -0.092 0.112 -0.223
C -5.82488 0.34575 3.93421 0.908 -0.059 0.372 -0.784
C -5.01758 1.10333 2.87525 -0.550 0.338 -0.793 -0.323
C -4.46296 0.10727 1.86703 0.063 0.391 0.139 0.091
S -5.73288 -1.13247 1.70027 -0.243 0.393 0.749 1.006
O -5.12759 -2.43577 1.71240 -0.374 -0.218 -0.762 -0.567
O -6.66201 -0.72015 0.68557 0.071 -0.136 -0.290 -0.726
C -6.51298 -0.86035 3.30206 -0.289 0.363 0.024 -0.770
H -6.52457 1.01589 4.42532 -0.044 -0.086 0.119 0.388
H -5.10880 -0.02349 4.67428 -0.181 0.099 0.156 0.287
H -4.21008 1.71692 3.26610 -0.050 -0.018 0.328 0.083
H -5.67901 1.77883 2.32213 -0.014 0.020 0.127 0.371
H -3.54123 -0.34884 2.22005 0.010 -0.248 -0.120 -0.078
H -4.31250 0.57878 0.90072 0.174 -0.246 -0.157 0.159
H -6.41441 -1.75734 3.90264 0.030 -0.148 -0.066 0.396
H -7.56660 -0.65601 3.12782 -0.023 -0.141 -0.214 0.416
C 6.85131 0.72478 -2.55273 0.376 -0.640 -0.565 -0.739
C 7.61913 1.36960 -1.40068 0.401 0.216 -0.404 -0.579
C 6.71851 1.28865 -0.19359 -0.526 -0.251 0.697 -0.810
S 5.03122 1.46539 -0.80530 0.213 -0.924 -0.433 1.207
O 4.55623 2.77289 -0.46707 -0.364 0.576 0.026 -0.680
O 4.24782 0.29746 -0.45107 0.076 0.222 0.226 -0.597
C 5.46094 1.33047 -2.54365 -0.109 0.409 -0.204 -0.525
H 6.80979 -0.36810 -2.47773 -0.170 0.103 0.414 0.282
H 7.35111 0.86775 -3.51350 -0.059 0.338 0.056 0.393
H 7.83659 2.39609 -1.71004 -0.180 0.124 0.335 0.264
H 8.59324 0.92480 -1.20126 -0.083 -0.232 -0.057 0.363
H 6.85068 2.02862 0.59268 0.115 0.138 -0.149 0.408
H 6.72386 0.30247 0.27602 0.195 -0.019 -0.130 0.328
H 5.44114 2.34797 -2.93822 0.153 0.010 0.042 0.363
H 4.70226 0.77471 -3.08205 -0.118 -0.148 0.198 0.316
C -0.28081 3.59728 -4.84885 -1.019 0.505 0.114 -0.805
C -0.01595 2.41935 -5.77591 0.157 0.023 0.036 -0.854
C 0.29909 1.22951 -4.89415 0.093 -0.419 -0.348 -0.160
S 1.23835 1.89479 -3.52982 0.036 0.018 -0.428 0.960
O 2.64983 1.78413 -3.79879 0.300 -0.070 -0.054 -0.697
O 0.71648 1.34196 -2.30737 -0.003 -0.060 0.426 -0.393
C 0.73871 3.62268 -3.72572 0.089 -0.383 0.376 0.267
H -1.26742 3.50013 -4.38576 -0.028 -0.222 -0.154 0.223
H -0.34328 4.52108 -5.42292 0.304 0.130 0.145 0.434
H 0.84654 2.63795 -6.40729 -0.034 0.007 -0.116 0.342
H -0.87855 2.21947 -6.40489 -0.003 0.002 -0.118 0.395
H 0.90798 0.48748 -5.40805 0.136 -0.002 0.144 0.433
H -0.58761 0.74141 -4.49483 -0.060 0.173 0.132 -0.176
H 1.61202 4.23556 -3.92721 0.177 -0.159 -0.024 0.483
H 0.33219 3.86175 -2.74319 -0.112 0.371 -0.121 -0.490
C -1.59589 -4.25404 1.02207 1.030 -0.376 -0.597 -0.538
C -2.11510 -3.10251 1.88427 -0.107 0.435 -0.398 0.667
C -2.92885 -3.62874 3.05624 -1.431 -0.158 -0.146 -0.589
S -3.16375 -5.39328 2.76877 0.863 0.538 -0.234 1.110
O -4.54776 -5.71648 2.91731 -0.558 -0.335 0.053 -0.680
O -2.16200 -6.14204 3.47793 0.261 -0.251 0.272 -0.655
C -2.66368 -5.33878 1.02557 -0.316 0.720 1.030 -1.039
H -0.61532 -4.65346 1.31004 -0.259 -0.035 0.519 0.016
H -1.40229 -3.91981 -0.00363 -0.290 0.151 0.056 0.327
H -2.78457 -2.56780 1.20390 -0.093 0.146 0.371 0.140
H -1.36745 -2.37614 2.19030 0.258 -0.134 -0.095 -0.314
H -3.95524 -3.26069 2.94620 0.412 -0.146 0.105 -0.021
H -2.69039 -3.40873 4.09388 0.786 -0.281 -0.057 0.673
H -3.56878 -4.98108 0.53271 0.077 -0.349 -0.394 0.406
H -2.31649 -6.32726 0.75719 -0.184 -0.128 -0.245 0.502
```
Forces are in eV/Å.

Properties
* molar mass: 877.22 g mol⁻¹
* E_HOMO: -9.85 eV
* relative energy (zero: lowest compared OMol25 entry of this formula, charge and spin): 0.0 kJ/mol
* max |F|: 2.00 eV/Å
* SMILES: O=S1(=O)CCCC1.O=S1(=O)CCCC1.O=S1(=O)CCCC1.O=S1(=O)CCCC1.CC(C)=O.CC(C)=O.CC(C)=O.CC(C)=O.CC#N.CC#N.CC#N.CC#N